[1]
ORCA calculation (the ωB97M-V functional and the def2-TZVPD basis) on 2 unconnected molecules or ions with the total composition C3H10N2O in a non-equilibrium geometry.

Values from the calculation:
gap between HOMO and LUMO	9.85	eV
structure (SMILES)	CC/N=C\N.O
E_HOMO	-9.068	eV
E_LUMO	0.78	eV
total charge	0
E_tot	-8299.8656	eV
multiplicity	1
ΔE to the lowest compared entry with this formula, charge and spin	37.8	kcal/mol

Geometry as XYZ:
```
16
Properties=species:S:1:pos:R:3:forces:R:3
C 0.076688 0.065253 -2.221815 -1.51 0.20 -0.65
C 0.964527 0.445502 -1.072896 1.20 -0.86 1.45
N 0.226504 1.070224 0.024625 -1.52 -0.46 -0.47
C 0.531146 0.825217 1.219209 0.88 -0.55 1.01
N 1.804966 0.568123 1.720286 -0.29 0.08 -0.81
H -0.765537 -0.573451 -1.921166 0.29 0.09 0.61
H 0.530907 -0.552912 -2.999272 0.51 0.50 -0.01
H -0.464038 0.922336 -2.647497 0.57 -0.02 -0.18
H 1.906570 0.958786 -1.308100 -0.40 0.28 -0.55
H 1.314316 -0.516018 -0.643767 0.18 0.17 -0.23
H -0.177148 0.700789 2.051935 -0.37 0.87 -0.44
H 2.527205 0.642818 1.021844 0.27 -0.36 0.18
H 1.889519 -0.171808 2.395778 0.18 0.03 0.13
O -3.436186 -1.833231 1.364374 -0.06 -0.24 0.04
H -4.119730 -1.405157 1.887295 0.05 0.08 -0.03
H -2.809709 -1.146471 1.129168 0.04 0.19 -0.04
```
Positions in Å, forces in eV/Å.

---

[2]
ORCA calculation (the ωB97M-V functional and the def2-TZVPD basis) on 6 unconnected molecules or ions with the total composition C25H40N7O14PS in a non-equilibrium geometry.

Values from the calculation:
gap between HOMO and LUMO	7.90	eV
structure (SMILES)	CC(=O)OCCCCCCc1ccc2c(c1)Nc1cccc(P(=N)(O)O)c1S2.C[N+](=O)[O-].C[N+](=O)[O-].C[N+](=O)[O-].C[N+](=O)[O-].C[N+](=O)[O-]
E_HOMO	-7.844	eV
E_LUMO	0.06	eV
total charge	0
E_tot	-85781.4749	eV
multiplicity	1

Geometry as XYZ:
```
88
Properties=species:S:1:pos:R:3:forces:R:3
C 1.626336 -1.768831 3.116654 0.51 -0.16 -1.50
C 2.886420 -2.583867 2.806042 -0.95 -1.06 0.78
O 3.182160 -3.548146 3.480432 0.33 0.93 -0.61
O 3.586178 -2.147047 1.731411 0.03 0.38 1.18
C 5.012380 -2.117995 1.945421 1.02 -0.22 -0.60
C 5.615335 -0.748488 1.558712 -0.66 -0.48 0.20
C 4.680114 0.392738 1.967750 0.13 0.49 0.39
C 5.153426 1.807771 1.564813 0.37 -0.74 0.09
C 5.487012 2.000283 0.067241 0.07 1.41 0.10
C 4.340431 2.726909 -0.679988 -0.53 -1.07 0.75
C 3.103629 1.820431 -0.797587 1.56 0.49 -0.29
C 3.284943 0.476604 -1.073844 -0.43 -0.28 -0.25
C 2.162540 -0.321689 -1.132908 0.33 -0.88 -0.07
C 0.919507 0.211807 -0.925301 -1.77 -0.55 0.21
C 0.711897 1.550324 -0.684255 0.45 0.46 -0.18
C 1.843649 2.344459 -0.627377 -0.09 0.80 0.27
N -0.586534 2.065219 -0.505509 0.54 -0.45 0.29
C -1.375686 1.350776 0.413275 -0.38 0.36 0.03
C -2.085925 2.021347 1.387090 0.20 0.61 -0.17
C -2.835765 1.309646 2.282496 -0.71 0.46 1.02
C -2.899331 -0.058234 2.251817 -0.32 -0.63 0.18
C -2.217034 -0.762173 1.273229 0.79 -0.71 0.41
P -2.290156 -2.588948 1.199921 -0.87 -0.42 -1.06
N -3.250779 -3.044641 0.071622 -0.14 -0.05 0.53
O -2.713307 -3.132603 2.672635 0.49 0.71 -0.14
O -0.830459 -3.204251 0.950341 -0.25 0.41 0.87
C -1.471294 -0.034173 0.360437 1.09 -0.33 -1.03
S -0.550280 -0.807347 -0.965532 -0.04 -0.01 -0.20
H 0.804800 -2.413203 3.436408 0.32 0.04 0.39
H 1.330707 -1.273627 2.179194 0.00 0.25 0.39
H 1.903257 -1.029677 3.871739 -0.28 -0.05 -0.06
H 5.301091 -2.340154 2.977592 -0.64 -0.09 0.00
H 5.437080 -2.916540 1.326623 0.05 0.17 0.14
H 6.552765 -0.663264 2.131058 -0.17 0.04 -0.51
H 5.844517 -0.783881 0.489997 -0.01 0.31 0.13
H 3.648883 0.242448 1.637140 0.25 -0.16 -0.18
H 4.647611 0.376016 3.071352 -0.14 0.01 -0.18
H 6.048495 2.036202 2.160673 -0.09 -0.06 -0.17
H 4.393317 2.526886 1.897114 0.09 -0.06 -0.22
H 5.817199 1.092720 -0.437174 -0.12 0.02 0.13
H 6.343004 2.690163 0.029997 -0.06 -0.24 -0.11
H 4.638431 3.083954 -1.670041 0.04 0.09 0.19
H 4.053722 3.547909 -0.011026 0.13 0.25 -0.56
H 4.254969 0.029212 -1.244798 -0.01 0.16 0.05
H 2.226145 -1.391028 -1.324313 0.13 0.16 0.05
H 1.779811 3.413094 -0.421632 -0.22 -0.13 0.00
H -0.546826 3.053129 -0.292202 -0.27 -0.02 -0.11
H -2.048944 3.107570 1.418152 -0.05 -0.14 0.07
H -3.404403 1.814997 3.058069 0.12 0.12 -0.19
H -3.514023 -0.562319 2.995788 0.05 0.07 -0.11
H -3.982963 -3.591772 0.522842 -0.04 -0.09 -0.42
H -3.059172 -2.419450 3.224629 0.02 -0.16 0.10
H -0.236944 -3.011738 1.691887 0.15 -0.05 -0.19
C -3.235286 2.092464 -3.494745 -0.13 -0.10 -0.23
N -3.017027 3.514075 -3.112638 -0.09 -0.28 -0.14
O -3.315320 4.372900 -3.920341 0.03 0.07 0.06
O -2.554030 3.713648 -2.012627 0.00 0.29 0.10
H -3.650728 2.066216 -4.495526 0.00 0.04 0.00
H -2.271641 1.590766 -3.458644 -0.02 0.00 0.19
H -3.926449 1.661501 -2.774391 0.14 -0.02 0.10
C -5.371786 -4.665443 -2.362180 0.19 0.23 0.20
N -6.820229 -4.331483 -2.457912 0.13 -0.02 0.00
O -7.213195 -3.347915 -1.864664 -0.09 -0.01 -0.01
O -7.512171 -5.071023 -3.126054 -0.05 0.03 0.01
H -4.881425 -3.923712 -1.738476 -0.02 0.02 -0.03
H -5.294429 -5.655332 -1.921687 -0.04 -0.04 -0.13
H -4.966340 -4.652727 -3.369558 -0.06 -0.11 -0.01
C -7.073646 0.664604 0.363963 -0.10 -0.20 -0.12
N -5.677301 1.166485 0.250865 0.02 -0.02 -0.06
O -4.953063 0.633818 -0.562166 0.08 0.07 -0.02
O -5.355066 2.079878 0.983919 -0.16 0.02 -0.03
H -7.208804 -0.143318 -0.346982 0.09 0.01 0.00
H -7.212936 0.314208 1.382598 -0.01 0.12 0.02
H -7.737391 1.495087 0.141599 0.03 0.04 0.12
C 8.551130 -2.771739 4.550826 0.03 -0.04 0.20
N 8.953018 -1.596468 3.729620 0.04 -0.05 0.10
O 9.517543 -0.683679 4.291362 -0.01 0.04 -0.06
O 8.683139 -1.638290 2.546190 0.03 -0.01 0.02
H 8.853435 -2.595584 5.576741 0.02 0.07 -0.04
H 7.471885 -2.870942 4.474469 0.03 -0.06 -0.10
H 9.053231 -3.643124 4.140824 -0.10 0.00 -0.08
C -5.666620 4.006348 -7.209079 0.16 0.07 -0.15
N -5.952159 2.818358 -6.360379 0.06 0.05 -0.05
O -5.202918 1.866532 -6.452874 -0.01 -0.02 0.06
O -6.916597 2.885239 -5.631040 0.00 -0.03 0.03
H -4.782272 3.802835 -7.801738 -0.01 -0.07 0.05
H -6.532742 4.169154 -7.843965 -0.05 0.04 0.10
H -5.503744 4.849133 -6.543416 -0.10 -0.01 0.02
```
Positions in Å, forces in eV/Å.

---

[3]
ORCA calculation (the ωB97M-V functional and the def2-TZVPD basis) on C4H2Cl3OP in the gas phase in a non-equilibrium geometry.

Values from the calculation:
gap between HOMO and LUMO	7.78	eV
structure (SMILES)	ClC#P1OCC(Cl)=C1Cl
E_HOMO	-8.503	eV
E_LUMO	-0.72	eV
total charge	0
E_tot	-53079.3252	eV
multiplicity	1
ΔE to the lowest compared entry with this formula, charge and spin	19.6	kcal/mol

Geometry as XYZ:
```
11
Properties=species:S:1:pos:R:3:forces:R:3
Cl -3.815508 -1.517164 0.171937 -1.49 -0.11 0.04
C -2.185590 -1.885737 0.072923 1.31 1.36 -0.08
P -1.091710 -0.638442 -0.016920 1.85 -1.37 -0.36
O 0.432289 -1.312155 -0.201102 -1.19 1.14 0.13
C 1.494892 -0.354216 -0.040182 1.67 -2.72 0.57
C 0.951200 1.005866 -0.088503 -2.48 1.27 0.16
Cl 1.913798 2.393932 0.309617 -0.19 -0.70 -0.47
C -0.417132 1.071774 -0.189864 1.90 -1.07 0.25
Cl -1.366334 2.449418 -0.150717 -0.40 0.58 0.05
H 2.204227 -0.665099 -0.968779 -0.96 1.15 2.68
H 1.879872 -0.548172 1.101594 -0.02 0.48 -2.96
```
Positions in Å, forces in eV/Å.